49
Properties=species:S:1:pos:R:3:forces:R:3 method="wB97M-V/def2-TZVPD" total_charge=+2 s2=0.7534 de_lowest_kcal_mol=0.00 multiplicity=2
C 0.698 0.409 -3.349 0.2 0.2 -0.4
C 0.487 0.925 -1.970 0.5 2.4 -1.9
H 1.665 -0.118 -3.413 -0.2 0.0 -0.1
H 0.722 1.228 -4.081 0.0 -0.3 0.1
H -0.105 -0.283 -3.653 0.2 0.1 0.1
O 0.378 0.086 -0.997 -1.5 -1.6 1.7
Cl -2.942 -2.269 -0.220 0.1 0.1 -0.2
Ti -1.395 -0.753 -0.659 0.4 0.5 0.8
P 0.619 2.719 -1.654 -0.1 -1.4 0.0
C 2.304 3.084 -1.146 0.1 0.4 0.1
C 0.213 3.654 -3.129 0.0 0.2 -0.2
H 0.105 4.711 -2.845 0.1 -0.3 -0.1
H -0.390 4.226 -0.114 -0.1 -0.3 0.0
H -0.734 3.310 -3.570 0.3 0.0 0.2
H -1.540 2.940 -0.623 0.3 0.1 0.0
H 3.013 2.782 -1.930 -0.2 0.1 0.2
H 1.016 3.577 -3.875 -0.2 0.0 0.2
C -0.506 3.152 -0.323 0.0 0.2 0.1
H 2.388 4.168 -0.975 0.1 -0.3 0.0
H -0.270 2.580 0.585 0.0 0.2 -0.3
H 2.534 2.547 -0.215 -0.1 0.2 -0.3
P 0.124 -2.848 -0.759 0.5 -0.7 -0.3
C 1.804 -2.543 -0.143 0.1 0.3 0.1
C -0.349 -4.358 0.142 -0.4 0.2 0.2
H -0.578 -3.655 -2.918 0.3 0.0 0.0
H 1.009 -4.349 -2.443 -0.2 0.3 0.0
H 0.903 -2.659 -3.046 -0.1 -0.3 0.1
C 0.396 -3.436 -2.459 -0.2 0.2 -0.2
H -1.213 -4.828 -0.341 0.2 0.1 0.1
H 0.501 -5.055 0.154 -0.2 0.2 -0.1
H 2.351 -3.496 -0.107 -0.2 0.3 0.0
H 1.754 -2.114 0.866 0.1 -0.2 -0.2
H -0.620 -4.096 1.173 0.1 -0.2 -0.2
H 2.325 -1.838 -0.803 -0.1 -0.2 0.2
Cl -2.569 0.651 -1.949 0.3 -0.6 0.3
C -0.742 0.311 5.613 -0.2 -0.1 0.2
C -0.959 0.202 4.136 -0.1 0.0 0.2
C 0.120 0.312 3.261 0.2 0.0 -0.9
C -0.067 0.149 1.896 -0.1 -0.2 0.4
N -1.284 -0.153 1.362 0.0 0.4 0.2
C -2.356 -0.174 2.204 0.2 -0.2 0.0
C -2.223 -0.014 3.576 -0.2 0.0 -0.4
H 0.025 -0.399 5.950 -0.2 0.1 -0.1
H -0.395 1.315 5.890 -0.1 -0.2 -0.1
H -1.669 0.101 6.151 0.2 0.1 0.0
H 1.126 0.509 3.628 -0.2 0.0 0.0
H 0.757 0.231 1.188 -0.2 -0.1 0.3
H -3.320 -0.364 1.729 0.3 0.0 0.3
H -3.113 -0.079 4.205 0.3 0.0 -0.2


12
Properties=species:S:1:pos:R:3:forces:R:3 method="wB97M-V/def2-TZVPD" smiles="[NH3+]C(=O)CC=O" total_charge=+1 de_lowest_kcal_mol=44.20 multiplicity=1
C -2.141 -0.650 0.120 3.7 1.1 0.2
C 1.151 -0.304 0.155 -3.6 -0.1 0.0
C -0.308 -0.954 -0.002 -0.2 -0.5 0.0
N 1.062 1.275 0.131 0.3 0.3 0.0
O -2.602 0.410 0.256 -0.5 0.1 0.0
O 2.192 -0.807 0.260 0.4 0.1 0.1
H -2.571 -1.639 0.011 -0.3 -0.4 -0.1
H -0.304 -1.290 -1.044 0.1 -0.1 -0.1
H -0.234 -1.859 0.604 0.1 -0.1 -0.1
H 0.090 1.587 0.267 0.2 -0.1 0.0
H 1.411 1.629 -0.771 -0.1 -0.1 0.2
H 1.666 1.666 0.869 -0.2 -0.1 -0.2


150
Properties=species:S:1:pos:R:3:forces:R:3 method="wB97M-V/def2-TZVPD" total_charge=+1 multiplicity=1
C -6.974 -1.024 -4.667 0.0 -0.5 0.3
C -5.897 -1.131 -3.556 -0.5 0.2 -0.2
C -4.428 -0.826 -3.961 -0.1 -0.6 1.2
C -4.040 -1.919 -4.992 0.8 -0.3 0.3
C -4.068 0.662 -4.316 -2.1 -1.9 0.5
P -4.861 1.146 -5.968 3.3 5.3 -2.0
O -4.551 0.162 -7.247 -1.4 -1.6 1.0
O -6.408 1.633 -5.814 -0.7 -2.1 0.5
C -4.812 1.548 -3.267 -1.0 0.3 -0.5
Cl -4.766 3.334 -3.610 0.2 -0.3 0.4
N -4.396 1.251 -1.902 1.0 -0.6 -0.7
C -3.050 1.146 -1.827 0.3 0.9 -0.7
N -2.432 0.588 -0.860 -0.1 -0.2 1.4
C -3.124 -0.039 0.272 -0.3 -1.5 0.0
C -2.134 -0.856 1.121 0.0 0.9 0.2
C -1.454 -0.078 2.288 0.1 -0.3 -0.2
C -1.565 1.454 2.206 0.5 -0.2 0.3
C 0.023 -0.552 2.327 -1.1 0.7 0.5
C 0.869 0.106 3.466 0.6 -1.3 -2.5
C 2.025 0.944 2.911 -0.5 -0.2 0.4
C 3.301 0.498 3.041 0.6 0.0 0.2
C 4.343 1.314 3.818 -0.5 0.4 -2.3
C 3.724 -0.824 2.450 -0.3 -0.7 1.4
N -2.273 1.678 -2.870 -0.1 -0.4 0.4
C -2.529 1.069 -4.172 -0.3 1.5 -1.3
C -2.123 2.095 -5.271 1.0 0.3 0.2
C -0.771 2.853 -5.031 -0.3 0.4 -0.6
N -0.964 4.291 -5.272 -0.2 -0.1 -0.2
C -0.662 4.726 -6.637 0.7 1.0 -0.3
C 0.841 4.737 -7.051 -0.3 -1.2 -0.5
C -0.434 5.123 -4.238 -2.0 0.2 0.8
C -1.453 5.623 -3.191 0.4 -1.2 0.3
O 0.699 5.423 -4.090 1.8 0.3 -0.4
S -1.318 -0.304 -4.332 0.4 -1.9 -0.4
O -1.568 -1.407 -3.456 -0.5 0.4 1.5
O -1.166 -0.679 -5.696 -0.1 0.8 -1.1
C 0.435 0.166 -3.810 0.3 -0.6 0.5
F 1.013 -0.968 -3.472 -0.2 -1.2 0.4
F 0.505 0.944 -2.745 -0.1 0.8 0.3
F 1.133 0.602 -4.811 0.2 1.3 -0.9
H -7.654 -0.180 -4.540 0.4 0.1 -0.2
H -6.520 -1.033 -5.664 -0.2 0.2 0.1
H -7.610 -1.915 -4.615 0.1 0.1 -0.1
H -6.253 -0.563 -2.681 0.2 -0.1 -0.1
H -5.888 -2.172 -3.213 0.2 0.2 0.0
H -3.894 -1.064 -3.021 0.2 0.0 -0.4
H -3.424 -2.651 -4.460 -0.1 0.1 -0.2
H -3.431 -1.587 -5.833 -0.2 0.1 0.1
H -4.884 -2.485 -5.391 -0.1 0.4 0.0
H -3.621 0.267 -7.497 -0.2 0.3 0.0
H -6.497 2.555 -6.086 0.5 -0.2 -0.1
H -5.887 1.388 -3.310 0.2 -0.4 -0.1
H -4.857 0.425 -1.522 -0.4 0.4 0.3
H -1.418 0.533 -0.894 -0.1 0.1 -0.1
H -3.830 -0.769 -0.166 0.1 0.2 0.0
H -3.741 0.662 0.839 0.4 0.2 -0.2
H -1.343 -1.193 0.433 -0.3 -0.3 0.1
H -2.661 -1.729 1.513 0.2 0.0 -0.1
H -1.924 -0.400 3.227 0.0 0.1 -0.2
H -0.931 1.872 1.408 -0.3 0.0 0.0
H -1.152 1.858 3.135 -0.1 0.1 -0.2
H -2.591 1.831 2.144 0.1 -0.1 -0.1
H -0.022 -1.648 2.392 0.3 0.2 0.0
H 0.468 -0.288 1.355 0.0 -0.2 0.1
H 0.257 0.685 4.160 0.1 0.0 -0.1
H 1.352 -0.717 4.003 -0.3 0.3 0.2
H 1.879 1.899 2.391 -0.3 0.6 1.6
H 4.847 0.666 4.537 -0.1 0.0 -0.1
H 5.077 1.728 3.111 0.3 0.1 0.5
H 3.794 2.104 4.326 0.4 0.1 0.1
H 3.751 -0.781 1.355 0.1 0.3 0.2
H 3.021 -1.631 2.715 0.3 0.2 -0.1
H 4.714 -1.099 2.829 -0.1 -0.2 -0.2
H -2.287 2.695 -2.891 0.0 -0.1 -0.1
H -2.054 1.595 -6.239 -0.2 -0.1 0.2
H -2.857 2.887 -5.398 -0.2 -0.4 0.3
H -0.071 2.498 -5.796 0.2 -0.1 0.5
H -0.343 2.745 -4.030 0.0 -0.3 -0.2
H -1.045 5.744 -6.762 -0.2 -0.2 0.1
H -1.233 4.123 -7.349 -0.1 0.0 0.3
H 1.477 4.346 -6.253 0.0 0.4 0.0
H 0.959 4.026 -7.883 0.1 0.2 0.1
H 1.198 5.697 -7.424 -0.1 0.0 0.4
H -2.388 5.054 -3.232 -0.1 0.5 -0.3
H -0.999 5.386 -2.218 0.0 0.3 -0.1
H -1.595 6.703 -3.239 -0.1 -0.2 -0.2
C 1.719 -3.844 4.108 -0.1 -0.2 -0.1
O 2.208 -2.753 4.365 0.1 0.1 0.3
N 2.474 -4.969 3.983 0.3 0.0 0.3
N 0.381 -4.007 3.921 -0.2 0.1 0.2
H 2.090 -5.871 3.770 0.0 0.1 -0.1
H 3.471 -4.873 4.109 0.0 0.0 -0.1
H -0.201 -3.189 3.999 -0.1 -0.1 0.0
H -0.041 -4.891 3.704 0.0 0.1 -0.2
C -2.743 -2.899 5.895 0.3 -0.2 0.1
O -2.584 -2.216 4.884 -0.1 0.0 -0.1
N -1.713 -3.461 6.566 -0.6 0.1 -0.8
N -3.982 -3.143 6.421 -0.2 0.1 -0.1
H -1.827 -4.020 7.389 0.2 0.1 0.1
H -0.790 -3.300 6.209 0.1 0.0 0.3
H -4.771 -2.742 5.949 0.0 0.0 0.0
H -4.130 -3.696 7.243 0.0 0.0 0.0
C 0.657 -3.433 9.445 0.2 0.1 0.1
O -0.089 -3.643 8.499 0.3 -0.2 0.4
N 0.241 -3.514 10.741 -0.2 -0.1 0.0
N 1.967 -3.099 9.279 0.1 -0.1 -0.2
H 0.843 -3.344 11.524 0.0 0.0 0.0
H -0.719 -3.757 10.904 0.0 0.0 0.0
H 2.310 -3.027 8.337 0.0 0.1 0.0
H 2.591 -2.923 10.043 0.0 0.0 0.0
C -0.199 -4.537 0.029 0.2 0.1 0.0
O -0.291 -5.261 1.003 -0.2 -0.1 0.1
N 0.937 -3.839 -0.261 0.1 0.1 0.1
N -1.226 -4.359 -0.860 -0.2 0.1 0.0
H 1.029 -3.240 -1.060 0.0 0.0 0.0
H 1.716 -3.943 0.368 0.0 0.0 0.0
H -2.079 -4.857 -0.683 0.1 0.0 0.0
H -1.161 -3.767 -1.667 0.0 0.0 0.0
C 7.445 3.333 4.094 0.0 0.0 0.0
O 6.992 2.473 4.823 0.1 0.0 0.1
N 7.909 3.063 2.835 0.0 -0.1 -0.1
N 7.531 4.645 4.466 0.0 0.1 0.1
H 8.285 3.762 2.224 0.0 0.0 0.0
H 7.864 2.111 2.524 0.0 0.0 0.0
H 7.201 4.886 5.382 0.0 0.0 0.0
H 7.903 5.364 3.874 0.0 0.0 0.0
C 5.492 -5.347 6.504 0.0 -0.1 0.1
O 5.603 -4.655 5.506 -0.1 0.0 -0.1
N 6.568 -5.882 7.150 0.1 0.0 0.0
N 4.280 -5.645 7.060 -0.2 0.1 0.0
H 6.491 -6.452 7.971 0.0 0.0 0.0
H 7.477 -5.686 6.772 0.0 0.0 0.0
H 3.463 -5.268 6.610 0.0 -0.1 0.0
H 4.173 -6.213 7.879 0.0 0.0 0.0
C 6.216 -3.676 1.214 0.1 0.1 0.1
O 5.313 -4.489 1.302 -0.1 0.0 -0.1
N 6.721 -3.011 2.292 -0.1 -0.1 0.2
N 6.803 -3.359 0.018 0.0 0.0 -0.2
H 7.462 -2.340 2.227 0.0 0.0 0.0
H 6.317 -3.216 3.191 0.0 0.0 0.0
H 6.461 -3.827 -0.801 0.0 0.0 0.0
H 7.547 -2.694 -0.072 0.0 0.0 0.0
C -2.098 8.212 -8.392 0.0 0.1 -0.1
O -2.360 7.023 -8.451 0.0 -0.1 0.1
N -1.002 8.753 -8.999 0.1 -0.1 0.0
N -2.878 9.105 -7.716 -0.1 0.0 0.1
H -0.775 9.729 -8.960 0.0 0.0 0.0
H -0.403 8.130 -9.508 0.0 0.0 0.0
H -3.695 8.747 -7.257 0.0 0.0 0.0
H -2.675 10.085 -7.661 0.0 0.0 0.0


Computed values of DFT total energy (unit: eV) for the preceding records, in sequence: -85237.2940; -8784.0651; -132702.6306.